Entry 1:
C12H17N5O2S | wB97M-V/def2-TZVPD

The spin multiplicity is 1. For the HOMO energy, the calculation gives -0.3783 hartree. Its SMILES is CCCCCCS(=O)(=O)c1nccc(-n2ccnn2)n1. The value obtained for the gap between HOMO and LUMO is 9.6 eV. The calculation puts the total energy at -35097.56212 eV.

CARTESIAN COORDINATES (ANGSTROEM)
S -3.56297 1.54206 -0.09332
O -4.70144 1.43396 0.84716
O -4.01410 2.24812 -1.28137
N -1.80737 3.61433 0.87077
N 1.19587 0.90880 1.84351
N 1.01841 -0.45260 1.72731
N -0.97161 1.44387 1.00544
N 1.97889 -1.06318 2.34134
C -3.10473 -0.15472 -0.65208
C -1.97961 2.29300 0.65905
C 2.41437 1.12618 2.48611
C 0.38019 3.18712 1.74123
C 2.85126 -0.10644 2.79429
C -0.66769 4.04204 1.39148
C 0.55543 -3.15806 -4.81382
C -2.16718 -0.17625 -1.84006
C -0.67551 -1.64431 -3.22321
C -1.72264 -1.59242 -2.09529
C -0.30048 -3.10726 -3.55389
C 0.20375 1.81478 1.52568
H -1.20949 -3.68798 -3.67902
H -4.03735 -0.73400 -0.87099
H 0.24114 -3.57132 -2.72175
H -1.08356 -1.14322 -4.13042
H 1.25408 3.63308 2.20878
H 1.55548 -2.71095 -4.63847
H -2.66815 -0.61864 0.22167
H -1.31683 0.44888 -1.62871
H 3.76490 -0.30661 3.29899
H 0.68121 -4.22083 -5.09350
H -2.56470 -2.17555 -2.44392
H -2.67838 0.22667 -2.70340
H 0.04405 -2.63713 -5.63669
H 2.87615 2.05507 2.75701
H -0.56056 5.11632 1.56242
H -1.28372 -2.04729 -1.21044
H 0.21145 -1.10043 -2.87486

Cartesian forces, eV/Å:
-4.1 -0.6 -0.7
2.9 0.0 0.0
1.9 0.2 0.4
-1.9 -0.8 -1.0
1.6 -1.6 0.5
-0.3 -0.1 0.7
-1.1 -1.4 -0.8
-0.4 1.2 -0.9
-0.2 0.3 0.6
3.6 0.7 1.7
-1.2 0.0 -0.1
0.0 0.4 0.2
0.2 -0.1 0.0
0.4 -0.8 0.2
0.1 -0.7 0.0
-0.4 0.0 0.6
-0.3 -0.5 0.3
0.8 0.1 -1.1
0.3 1.0 -0.1
-2.2 2.3 -0.9
-0.2 -0.1 -0.2
0.4 1.1 0.3
-0.1 0.2 0.0
0.3 -0.3 0.5
0.0 -0.3 -0.2
-0.6 -0.2 -0.2
0.3 -0.2 0.2
0.5 0.3 0.0
0.4 -0.5 0.3
0.2 0.5 -0.1
-0.4 -0.3 0.2
-0.1 0.2 -0.3
0.3 -0.1 0.2
-0.3 0.3 -0.2
-0.2 -0.3 -0.1
-0.1 -0.1 0.2
0.0 0.0 -0.3

***

Entry 2:
C12H17NO | wB97M-V/def2-TZVPD

The spin multiplicity is 1. For the HOMO energy, the calculation gives -0.3077 hartree. Its SMILES is NC[C@@H]1c2ccccc2CCC[C@@H]1O. The value obtained for the gap between HOMO and LUMO is 9.2 eV. The calculation puts the total energy at -16252.91668 eV.

CARTESIAN COORDINATES (ANGSTROEM)
O -1.84041 0.32446 1.73414
N -2.87474 -1.84561 -0.01277
C 1.28428 1.68521 -0.80541
C -0.94437 -0.10805 -0.51601
C 3.04184 -1.11252 0.68615
C 0.85556 -2.00849 0.25734
C 2.81052 0.12740 0.25262
C 1.56352 0.38939 -0.14918
C -1.58548 0.94389 0.42528
C -1.83617 -1.30948 -1.01249
C 0.45386 -0.63505 -0.08508
C 0.22336 2.62075 -0.19853
C -0.67388 1.96422 0.89383
C 2.16879 -2.23987 0.57271
H -1.12100 2.77020 1.55516
H 2.37690 1.98500 -1.13497
H 3.42260 0.96702 0.24436
H -0.13627 2.95614 -1.03963
H -2.64760 -0.16500 1.43928
H -3.52492 -2.52463 -0.60545
H 0.33311 -2.95907 0.14785
H 0.84551 1.48850 -1.89934
H -1.32901 -2.22586 -1.38883
H -2.54680 -0.70346 -1.66814
H -0.69069 0.22192 -1.62737
H -2.32621 -2.29835 0.73653
H 0.70576 3.55118 0.11391
H -2.46953 1.41047 0.10036
H 2.48260 -3.29801 0.71084
H 4.12956 -1.55458 0.51810
H -0.15069 1.58226 1.75470

Cartesian forces, eV/Å:
-2.3 -1.1 -2.1
0.0 -0.7 -1.4
1.2 -0.6 -3.4
1.7 -2.3 -2.7
4.3 -6.2 -1.1
-0.9 2.1 -0.9
-1.1 0.1 0.5
-5.6 -1.8 -0.5
1.1 -1.8 1.8
-3.2 1.2 1.3
2.3 0.4 0.6
3.4 -1.0 4.3
2.0 4.1 0.1
0.7 1.5 0.6
-0.6 -0.5 -1.5
-2.2 0.8 1.0
1.9 0.8 0.0
-3.7 1.7 -4.1
0.5 -0.3 1.2
2.0 1.6 2.2
-1.0 0.7 0.0
1.0 -0.2 2.1
0.2 1.4 -0.5
1.1 -1.6 -0.3
-0.5 0.5 2.3
-0.9 -0.4 -0.6
0.1 -0.2 0.9
-1.4 0.1 -1.1
0.2 1.2 0.0
-1.7 1.5 1.5
1.3 -0.8 -0.4

***

Entry 3:
C12H17NO3 | wB97M-V/def2-TZVPD

The spin multiplicity is 1. For the HOMO energy, the calculation gives -0.3370 hartree. Its SMILES is C/C=C/C/C=C/CCC(=O)[C@H]1O[C@H]1C(N)=O. The value obtained for the gap between HOMO and LUMO is 9.9 eV. The calculation puts the total energy at -20350.76542 eV.

CARTESIAN COORDINATES (ANGSTROEM)
O -0.05878 0.92523 -2.68764
O -1.21633 2.24003 0.46585
O -2.71378 0.09714 -2.67422
N -1.99203 2.56469 -1.63917
C 0.18636 -1.30483 1.25206
C -2.34616 -1.85187 -1.36573
C 0.56990 -0.35526 2.34570
C -1.17486 2.02037 -0.72452
C 2.92045 0.32669 1.84032
C 3.97677 1.24526 1.32072
C 1.62641 0.59690 1.85656
C -0.11726 1.10752 -1.30950
C -1.92447 -0.57802 -2.05621
C -0.48212 -0.18286 -1.94735
C -1.39952 -2.42722 -0.31212
C -1.03019 -1.43606 0.75054
H -1.98250 2.21354 -2.58507
H -3.32472 -1.65014 -0.91941
H 0.23901 -0.99053 -1.86959
H -0.49763 -2.82922 -0.77830
H -1.83997 -0.82968 1.13149
H 4.52665 0.77050 0.50858
H 0.83187 1.13648 -0.77998
H 3.28067 -0.61906 2.23023
H 4.69260 1.48130 2.10766
H -1.91641 -3.26764 0.16164
H -2.51419 -2.59280 -2.15267
H -2.77212 3.12068 -1.33140
H -0.30615 0.20461 2.67089
H 3.54121 2.17214 0.95599
H 1.25591 1.53972 1.47768
H 0.99954 -1.91328 0.86957
H 0.96185 -0.93432 3.18741

Cartesian forces, eV/Å:
0.1 0.4 -1.0
0.1 -0.1 0.6
0.0 -0.2 -0.1
-0.1 0.3 -0.2
-0.2 0.0 0.2
-0.2 -0.2 0.1
0.1 0.0 -0.1
0.1 0.0 -0.6
0.2 0.1 0.0
-0.1 0.0 0.0
-0.1 -0.1 0.2
0.0 -0.2 0.8
-0.1 0.0 -0.1
0.0 -0.2 0.3
0.0 0.1 0.0
0.1 -0.3 -0.1
0.0 0.0 0.1
0.0 0.0 -0.1
0.0 0.0 0.0
0.0 -0.1 0.0
-0.1 0.2 0.1
0.1 0.0 -0.1
-0.1 0.0 0.0
-0.1 -0.2 0.1
0.1 0.1 0.0
0.0 0.0 -0.1
-0.1 0.0 0.0
0.0 0.0 0.1
0.0 0.0 0.1
0.0 0.1 0.0
0.0 0.2 -0.1
0.0 -0.1 -0.1
-0.1 0.1 0.0

***

Entry 4:
C12H17NS | wB97M-V/def2-TZVPD

The spin multiplicity is 1. For the HOMO energy, the calculation gives -0.2883 hartree. Its SMILES is Cc1cccc(CN2CCSCC2)c1. The value obtained for the gap between HOMO and LUMO is 8.6 eV. The calculation puts the total energy at -25041.80140 eV.

CARTESIAN COORDINATES (ANGSTROEM)
S -2.56684 1.77385 -1.34624
N -1.59811 0.27199 1.41639
C -0.41940 -0.33260 1.88375
C -1.55325 2.57145 0.14738
C 2.57767 0.85536 -0.19392
C 1.69639 0.74748 0.79751
C 2.10703 -2.45813 -1.93795
C -2.01569 0.01177 -1.20748
C 2.78230 -0.13735 -1.09806
C 0.95869 -1.25042 -0.14356
C -1.74434 1.69409 1.53650
C 0.79390 -0.33756 0.89463
C -2.19958 -0.45983 0.34589
C 1.81417 -1.24189 -1.20594
H 3.61374 -0.18005 -1.80432
H 0.33097 -2.10309 -0.31420
H -2.79063 -0.60611 -1.63259
H -0.44218 2.44229 -0.17534
H 1.31473 -3.29184 -1.56851
H 3.01873 -3.01024 -1.48968
H -1.05870 2.08987 2.18731
H 3.20533 1.58631 -0.10349
H -0.59925 -1.35964 2.19403
H -1.93897 3.54273 0.18037
H 2.07057 -2.29910 -3.01522
H -3.31843 -0.42859 0.67480
H 1.76309 1.60281 1.55083
H -1.03669 -0.21704 -1.60614
H -0.20673 0.11406 2.75629
H -1.71171 -1.48422 0.44402
H -2.84680 1.89363 1.83293

Cartesian forces, eV/Å:
1.2 0.0 1.4
0.5 0.3 -0.6
1.5 -1.9 -2.5
1.5 -4.8 -0.8
-0.7 -3.5 -1.4
-2.8 0.6 3.4
-1.0 -3.8 1.1
-1.2 0.3 3.0
-1.6 -2.7 -2.5
-2.0 -1.1 -0.1
-3.9 0.6 -3.8
0.3 1.6 -0.2
-1.1 -0.2 -0.4
3.9 3.8 2.6
-0.1 0.5 0.2
-1.0 -0.5 1.1
-0.1 0.0 -0.8
-1.9 0.8 0.5
1.3 1.9 -1.4
-0.8 1.3 -1.3
1.5 0.8 2.0
3.8 4.3 0.0
-0.3 -0.4 -0.3
-0.2 1.5 0.3
0.4 -0.6 0.0
1.5 -0.6 -1.5
-0.6 -1.4 -0.8
0.2 0.2 0.0
1.5 1.9 3.1
-1.3 1.0 -0.4
1.7 0.0 -0.1

***

Entry 5:
C12H18AgF9O6 | wB97M-V/def2-TZVPD

Its charge is -2. The spin multiplicity is 1. For the HOMO energy, the calculation gives -0.0765 hartree. The value obtained for the gap between HOMO and LUMO is 3.2 eV. The calculation puts the total energy at -53471.04021 eV.

CARTESIAN COORDINATES (ANGSTROEM)
Ag -0.44764 1.05098 1.95636
F 5.98018 -2.68120 2.07498
F -3.97943 5.99442 -2.91440
F -2.19781 7.01756 -3.17344
F -3.10053 -6.97285 1.99380
F -3.08049 7.05369 -1.21181
F 4.10056 -2.89787 2.93877
F 5.54529 -1.66283 3.94914
F -4.87121 -5.76157 2.15230
F -3.50101 -6.06281 3.90510
O -0.84236 5.43789 -1.11345
O 3.82700 0.26995 2.76159
O -2.97940 -3.29926 2.77577
O 3.82198 -1.04487 0.96420
O -2.71889 -4.27405 0.74049
O -2.63992 4.01966 -1.05710
C 4.62764 -0.66809 2.01813
C -2.77123 -4.51107 2.15787
C -3.34810 -4.08094 -1.55755
C 1.28539 6.55714 -0.92908
C -0.04174 6.52060 -1.72217
C -2.83632 6.28841 -2.29500
C 4.44352 -1.28564 -0.28816
C -3.82068 -4.53803 -0.14154
C -2.04431 5.03906 -1.87532
C 5.04648 -2.00326 2.79000
C 3.23966 -1.71823 -1.08729
C -3.60549 -5.84341 2.55230
H 1.68716 5.54673 -0.85327
H 5.48967 -0.04411 1.78225
H -0.40753 7.54495 -1.65144
H 2.65865 -2.58942 -0.78468
H 3.47797 -1.78010 -2.14912
H 0.29916 6.29997 -2.73371
H 2.46213 -0.95603 -1.03626
H 2.08557 7.15252 -1.36879
H 5.24183 -2.01850 -0.40526
H -3.04310 -3.03451 -1.54971
H 1.02917 6.84221 0.09130
H 4.79789 -0.35999 -0.74170
H -1.69599 4.64975 -2.83198
H -4.04535 -5.59555 -0.28030
H -1.75275 -4.75716 2.45825
H -2.56309 -4.70825 -1.97986
H -4.67628 -3.86996 -0.04295
H -4.13633 -4.26596 -2.28731

Cartesian forces, eV/Å:
0.3 -0.2 -0.2
1.1 -0.1 -0.2
-1.0 -0.3 0.2
1.3 1.5 -1.3
0.0 0.0 -0.2
-0.5 0.5 -0.2
-1.4 -0.4 0.7
0.8 -0.3 1.5
-0.8 -0.4 0.6
-0.7 0.2 -0.9
0.4 2.5 -1.6
1.6 -2.3 -0.5
-1.2 -2.5 -0.3
1.2 -0.9 -1.3
-0.9 -1.5 -1.4
0.8 3.4 -2.7
-2.9 2.7 3.2
0.6 3.0 1.8
0.1 -0.8 0.2
-0.7 -0.9 0.4
1.7 -1.3 1.3
-0.4 -1.6 2.1
-1.9 -0.1 -0.4
1.8 1.2 -1.7
-0.3 -3.8 3.0
-0.5 2.2 -2.1
-0.8 0.3 -1.4
1.6 1.9 0.0
-0.1 -0.2 -0.1
0.9 -0.7 -0.7
-0.8 -0.2 -0.2
0.8 -0.4 0.3
0.1 -0.3 -0.2
-0.8 -0.1 -0.4
0.2 0.4 0.1
-0.3 0.4 0.0
0.2 -0.2 0.9
0.0 -0.1 -0.1
0.4 0.3 0.1
0.3 0.4 0.2
0.3 -0.3 -0.5
-0.4 -0.1 0.7
0.5 -1.0 -0.4
0.5 0.1 0.5
-0.4 -0.4 1.1
-0.5 0.4 0.1

***

Entry 6:
C12H18AuClIN2O3P | wB97M-V/def2-TZVPD

Its charge is +2. The spin multiplicity is 3. For the HOMO energy (alpha / beta), the calculation gives -0.5397 / -0.5397 hartree. The value obtained for the gap between HOMO and LUMO (alpha / beta) is 5.0 / 3.6 eV. The calculation puts the total energy at -55443.49829 eV.

CARTESIAN COORDINATES (ANGSTROEM)
Au -0.49215 0.56963 -1.03928
I 2.08293 3.17897 -0.36144
Cl -2.78246 0.56947 -1.36427
P 0.00821 1.31491 -3.26175
O 0.80588 -0.62407 6.62753
O 2.36808 0.30147 0.07905
O 1.85161 -1.87178 -1.13491
N -0.99569 -1.98663 6.36497
N 0.13406 -0.12578 1.70262
C -0.57183 -2.37513 -1.35757
C 0.69859 -1.64261 -1.18076
C 1.47437 0.94873 -0.33766
C -0.96612 2.81115 -3.54607
C -0.95413 -1.30952 3.47386
C 0.92504 0.10315 3.93862
C -0.04622 -1.12416 5.88847
C -0.79914 -0.98264 2.11389
C 0.97059 0.42267 2.58076
C -0.56884 0.08786 -4.46680
C 1.68701 1.80556 -3.71273
C -0.04316 -0.79052 4.40948
H -1.47446 -1.41390 1.36140
H -2.00433 2.61186 -3.26562
H -0.94970 -2.18319 7.35072
H 1.70148 1.12588 2.22994
H -0.42909 -3.39251 -1.74640
H 0.03028 -0.82359 -4.38088
H -1.22549 -1.80599 -2.04069
H -1.79982 -1.93916 3.75441
H -0.57541 3.61154 -2.90857
H 1.74055 2.08670 -4.77431
H 1.98935 2.66617 -3.09493
H 1.63934 0.57961 4.58531
H -1.61064 -0.16329 -4.24693
H -1.10571 -2.41946 -0.39205
H -0.90504 3.12322 -4.59442
H -1.69932 -2.39777 5.75295
H -0.49417 0.46610 -5.49218
H 2.38553 0.98704 -3.51377

Cartesian forces, eV/Å:
0.7 0.5 0.7
0.6 1.4 0.5
0.4 -0.2 0.2
-0.4 0.6 -1.7
-1.1 -0.6 -1.3
-1.5 2.6 -1.3
-5.0 2.0 -0.2
0.3 0.6 -1.3
-0.5 -0.3 -1.0
-1.5 0.6 -0.2
4.6 -3.4 -0.1
1.5 -3.4 1.1
-0.2 0.0 0.4
0.2 0.2 -0.5
-0.2 0.0 -0.6
0.7 0.2 1.7
-0.2 -0.1 1.2
-0.6 -0.7 1.2
0.0 -0.2 0.2
0.4 -0.1 0.4
-0.3 0.1 -0.6
0.2 0.3 0.4
0.1 0.1 -0.1
-0.2 -0.2 0.0
0.2 0.2 -0.1
0.6 0.2 0.1
0.0 0.1 -0.1
0.2 -0.3 0.2
0.4 0.1 -0.1
-0.1 0.0 -0.1
-0.1 -0.1 0.2
-0.1 -0.4 -0.5
0.0 -0.1 0.4
0.1 0.1 0.0
0.3 0.1 -0.3
0.1 -0.1 0.1
0.4 0.2 0.8
0.0 0.0 0.2
0.0 0.1 -0.2